No. 1
Computed, not measured: C40H47LaN7O2SSi as an isolated structure, with ωB97M-V/def2-TZVPD.

The geometry in XYZ format:
```
99
C40H47LaN7O2SSi (ωB97M-V/def2-TZVPD)
La -1.278 0.696 0.128
S 1.666 1.112 1.655
Si 0.815 0.199 -2.253
O -3.033 -0.536 -0.528
O -3.883 -2.622 -0.839
N 0.053 1.627 1.883
N -1.684 -1.351 1.649
N 0.691 -4.884 4.492
N 2.259 -4.843 2.828
N -0.016 -4.935 2.267
N 0.243 2.165 4.201
N -2.748 2.078 2.044
C -3.667 2.245 -3.241
C -3.051 -3.524 1.653
C -0.337 -0.477 -6.771
C 3.585 1.729 5.739
C -4.628 2.929 3.336
C 4.587 -1.438 -1.485
C 3.696 1.014 3.425
C -0.470 2.009 3.048
C -3.815 2.991 4.486
C -1.942 2.276 3.132
C 2.222 -1.067 -1.929
C 2.106 -2.348 -2.432
C 1.600 1.808 4.359
C -1.412 -5.316 2.592
C 3.153 1.596 -3.291
C -2.410 -4.121 2.878
C 2.258 2.062 5.571
C 1.268 2.978 -2.584
C -4.053 2.405 2.182
C 3.876 2.743 -3.613
C -2.331 2.822 -2.613
C -2.442 2.760 -1.115
C -2.515 2.586 4.374
C 1.311 -0.571 -5.014
C 2.318 1.270 3.269
C -1.025 -0.293 -4.484
C 0.978 -0.579 -6.361
C 4.508 -2.698 -2.083
C -1.332 -0.330 -5.842
C 1.960 4.102 -3.040
C -2.249 -2.467 0.881
C 0.950 -4.871 3.180
C -3.146 -1.840 -0.277
C 1.864 1.717 -2.735
C 3.299 3.994 -3.468
C 3.278 -3.121 -2.546
C 4.288 1.186 4.678
C 0.318 -0.320 -4.049
C -2.021 4.245 -3.106
C 3.428 -0.661 -1.391
H -1.879 2.526 5.245
H -1.520 2.135 -2.968
H -3.372 -4.322 0.980
H 3.538 0.350 -0.957
H 1.633 2.353 6.401
H -2.913 4.893 -3.034
H -3.169 -4.577 3.539
H -0.201 2.714 4.949
H -5.607 3.322 3.301
H 0.242 3.030 -2.149
H 3.831 4.920 -3.754
H 5.413 -3.294 -2.177
H 4.058 1.922 6.660
H 1.732 -0.812 -7.126
H -3.831 1.224 -2.850
H 1.545 5.106 -2.938
H -1.954 3.584 -0.569
H -2.318 -0.135 -6.220
H -4.680 2.335 1.349
H -3.525 2.202 -4.308
H 1.171 -2.772 -2.759
H 3.183 -4.143 -2.911
H -4.537 2.868 -2.958
H 2.436 -5.162 1.894
H -1.225 4.688 -2.482
H 3.556 0.628 -3.608
H -1.715 4.235 -4.134
H -1.773 -5.989 1.802
H -1.366 -5.979 3.462
H 5.313 0.852 4.798
H 0.214 -4.862 1.271
H 2.338 -0.854 -4.780
H 5.554 -1.001 -1.216
H 4.924 2.720 -3.845
H -4.208 3.183 5.464
H -2.409 -1.025 2.292
H -1.817 -0.277 -3.752
H 3.001 -4.960 3.484
H -0.277 -4.935 4.796
H -1.895 -3.339 3.443
H -3.985 -3.021 1.924
H 4.228 0.694 2.486
H -1.381 -2.962 0.443
H -0.588 -0.530 -7.833
H 1.399 -4.608 5.145
H -0.795 -1.608 2.125
H -3.459 2.553 -0.764
```

Summary:
ΔE to the lowest compared entry with this formula, charge and spin in kcal per mole: 36.8
Multiplicity: 1
LUMO level in eV: -3.678
Frontier orbital gap in eV: 4.1
Total charge: +1
Total energy in eV: -76334.4810

---

No. 2
Computed, not measured: C40H47N4NiO6PS2 as an isolated structure, with ωB97M-V/def2-TZVPD.

The geometry in XYZ format:
```
101
C40H47N4NiO6PS2 (ωB97M-V/def2-TZVPD)
Ni -0.708 -0.395 1.782
S 4.307 -2.665 -6.578
S 7.001 -2.010 -4.617
P 5.634 -1.363 -5.902
O -1.609 1.050 0.375
O -2.173 -1.420 2.525
O -2.454 1.539 3.033
O 6.415 -0.496 -7.029
O 2.061 1.402 3.542
O 4.925 -0.048 -5.312
N -0.181 -1.050 -0.070
N -0.218 1.046 3.289
N 0.953 -1.723 2.068
N -0.858 -0.490 -1.178
C 6.110 1.970 -6.925
C -2.163 -2.407 5.194
C -0.991 3.223 4.101
C -1.557 0.539 -0.785
C 0.316 5.360 5.167
C 0.750 -1.898 -0.300
C -3.617 3.267 -2.403
C -1.070 5.297 5.176
C -3.340 -1.540 3.134
C 0.388 3.144 4.167
C -3.439 -2.101 4.455
C -2.705 2.619 -1.496
C -4.715 0.490 0.712
C -2.354 1.342 -1.765
C -3.543 1.347 -3.883
C -4.588 -1.348 2.462
C -5.855 -1.402 3.141
C -1.723 4.288 4.546
C -4.653 -1.005 0.937
C -1.455 -1.116 5.646
C -5.931 -1.813 4.441
C 3.381 -3.168 2.102
C 1.183 -2.422 -1.636
C 4.657 1.014 -3.223
C 0.893 1.701 3.671
C 2.890 -2.540 3.217
C -4.042 2.629 -3.606
C 2.678 -0.118 -4.434
C 4.560 0.558 -8.258
C 4.157 -0.080 -4.147
C -3.668 -1.865 0.133
C 1.601 -1.901 3.215
C 5.939 0.684 -7.727
C -1.374 1.887 3.468
C -4.715 -2.200 5.029
C 1.441 -2.156 0.927
C -1.268 -3.442 4.570
C -2.658 0.763 -2.977
C 1.093 4.289 4.660
C 2.619 -3.020 0.960
H -2.517 -2.827 6.270
H -5.601 -1.314 0.653
H -3.628 -1.653 -0.915
H 6.440 2.825 -7.484
H -3.691 1.041 -4.956
H 7.023 1.763 -6.227
H -0.679 -3.887 5.406
H 3.080 -3.499 0.040
H -6.819 -1.791 5.059
H -4.568 3.210 -4.359
H 4.348 -1.069 -3.653
H -2.679 -1.826 0.488
H -1.811 6.103 5.477
H -1.747 -4.383 4.127
H 2.229 -2.186 -1.864
H -2.892 4.216 4.592
H 5.757 0.788 -3.140
H 2.257 0.792 -4.977
H 1.204 -1.340 4.110
H 3.452 -2.567 4.161
H 6.634 0.813 -8.565
H -1.930 -0.480 6.413
H 2.444 -0.980 -5.068
H 4.120 1.106 -2.273
H -4.820 -2.432 6.106
H 2.114 -0.216 -3.500
H -4.034 -2.798 0.234
H 5.306 2.212 -6.239
H -3.876 0.973 1.169
H -3.817 4.320 -2.358
H -6.832 -1.249 2.643
H -2.367 3.050 -0.572
H 4.411 -0.236 -8.991
H 0.783 6.019 5.603
H 0.657 -1.884 -2.442
H -1.241 -0.504 4.697
H -0.447 -1.384 6.165
H -0.631 -2.998 3.847
H -2.237 -0.288 -3.128
H 1.292 -3.487 -1.577
H -4.730 0.663 -0.402
H 3.827 0.420 -7.512
H 4.335 -3.662 2.157
H 2.238 4.083 4.675
H 4.270 1.485 -8.792
H 4.681 1.997 -3.800
H -5.629 0.813 1.106
```

Summary:
ΔE to the lowest compared entry with this formula, charge and spin in kcal per mole: 107.5
Multiplicity: 3
LUMO level (spin up / spin down) in eV: 3.475 / 3.337
Frontier orbital gap (spin up / spin down) in eV: 6.1 / 6.0
Expectation value of S²: 2.0045
Total charge: -2
Total energy in eV: -132493.4946

---

No. 3
Computed, not measured: C40H47N6O2PS4Tl as an isolated structure, with ωB97M-V/def2-TZVPD.

The geometry in XYZ format:
```
101
C40H47N6O2PS4Tl (ωB97M-V/def2-TZVPD)
Tl 0.162 -0.110 -0.039
S 1.490 3.283 -1.884
S 0.150 -0.474 4.421
S 1.468 -2.495 2.023
S -1.619 -1.754 2.826
P -2.248 -1.382 -2.315
O 0.904 1.919 -1.533
O -1.433 0.979 -2.867
N 2.267 -0.993 -1.653
N -2.198 1.914 -2.158
N 0.369 2.628 2.968
N -1.255 1.504 1.670
N 3.855 -2.203 -2.570
N 1.719 1.179 1.640
C -0.033 -2.703 -3.250
C 3.645 -1.143 -3.415
C 0.827 -3.139 -4.239
C -4.567 -1.642 -3.696
C -2.971 -5.175 -0.909
C -2.778 -2.816 -1.351
C -1.939 3.048 3.361
C -3.590 1.904 2.066
C 1.747 -1.307 4.535
C -4.167 -3.597 0.463
C -0.407 -1.868 -5.881
C 2.219 3.897 -0.375
C -3.833 -4.910 0.147
C 1.589 2.049 2.637
C -5.766 -1.260 -4.273
C -1.110 -1.873 -3.585
C -6.194 0.055 -4.164
C -3.761 -0.706 -3.040
C 1.869 -2.635 3.789
C -3.638 -2.555 -0.278
C -0.979 -1.499 5.414
C -1.072 -3.480 2.786
C 0.636 -2.727 -5.553
C -3.261 2.816 3.072
C 3.941 1.982 3.110
C 2.957 0.714 1.367
C 2.692 2.470 3.403
C 4.087 1.075 2.059
C -1.280 -1.431 -4.900
C -2.554 1.290 1.405
C -2.439 -4.136 -1.659
C -3.449 1.698 -2.240
C -2.219 -1.606 4.535
C -0.953 2.363 2.632
C 2.662 -0.404 -2.834
C 3.012 -2.071 -1.526
C -5.414 0.980 -3.492
C -4.183 0.626 -2.942
C 0.118 4.422 -1.969
C 0.123 -3.701 1.860
H 1.647 -3.800 -3.992
H -1.926 -4.064 2.433
H 4.548 -2.924 -2.690
H -4.249 -2.674 -3.769
H 2.985 -2.764 -0.700
H -2.092 -0.762 -5.152
H -7.137 0.358 -4.598
H 1.308 -3.072 -6.327
H -1.659 3.751 4.135
H 4.798 2.303 3.686
H -6.368 -1.991 -4.794
H -2.749 0.585 0.602
H -1.796 -4.361 -2.498
H -4.036 3.339 3.616
H 1.248 -3.408 4.239
H 0.520 5.434 -2.008
H 5.053 0.677 1.786
H -0.514 4.270 -1.096
H -0.182 -3.631 0.815
H -4.618 1.699 1.805
H -1.186 -1.020 6.371
H -0.546 -1.551 -6.905
H 0.510 -4.706 2.026
H 2.459 -0.576 4.148
H 2.616 4.891 -0.575
H -2.884 -2.428 4.797
H 3.023 0.028 0.529
H 1.955 -1.448 5.599
H -2.735 -6.198 -1.170
H -0.507 -2.461 5.609
H -4.864 -3.390 1.265
H -3.927 -1.534 -0.051
H -0.441 4.218 -2.880
H 2.903 -2.968 3.870
H -4.045 2.458 -1.746
H 2.554 3.182 4.206
H -0.862 -3.791 3.808
H -5.752 2.005 -3.398
H -2.796 -0.681 4.541
H 0.118 -3.007 -2.221
H 2.219 0.514 -3.179
H -4.264 -5.728 0.709
H 3.033 3.227 -0.104
H 1.460 3.929 0.407
H -0.509 1.268 -2.682
H 4.210 -1.004 -4.319
H 0.453 3.302 3.714
```

Summary:
ΔE to the lowest compared entry with this formula, charge and spin in kcal per mole: 0.2
Multiplicity: 1
LUMO level (spin up / spin down) in eV: -9.986 / -9.361
Frontier orbital gap (spin up / spin down) in eV: 5.1 / 5.8
Total charge: +3
Total energy in eV: -112577.0497

---

No. 4
Computed, not measured: C40H48AsLiOP2 as an isolated structure, with ωB97M-V/def2-TZVPD.

The geometry in XYZ format:
```
93
C40H48AsLiOP2 (ωB97M-V/def2-TZVPD)
As -2.365 -2.161 -0.385
P 1.034 0.019 3.017
P -1.193 1.469 0.988
O -0.060 -0.280 -1.933
C 2.221 -1.562 5.096
C 1.407 4.146 -0.609
C -2.781 1.715 0.105
C -4.236 -3.670 -4.685
C -3.979 -2.849 0.483
C 4.461 0.068 5.238
C 0.710 2.990 -0.284
C 1.991 -1.190 0.730
C -3.904 2.338 -1.940
C 4.362 -1.043 6.061
C -1.818 0.163 3.362
C -0.505 -0.344 3.979
C -1.744 -3.831 -1.180
C -0.324 3.031 0.648
C 2.308 -0.447 4.264
C 0.683 -1.702 -3.712
C 0.048 5.393 0.935
C -5.599 -3.792 -4.448
C -5.128 1.972 -1.391
C -4.020 -2.135 -2.825
C 0.719 -2.694 2.098
C 1.219 -1.410 1.873
C 1.079 5.345 0.004
C -1.704 1.574 2.759
C -5.392 -2.260 -2.604
C 0.508 -0.268 -3.187
C 2.270 -2.224 -0.156
C 1.771 -3.493 0.085
C -5.176 1.463 -0.102
C 1.886 0.415 -3.154
C -0.655 4.242 1.252
C -3.458 -2.849 -3.883
C -4.009 1.334 0.642
C -6.174 -3.079 -3.405
C 3.436 0.364 4.349
C -2.740 2.201 -1.202
C 3.238 -1.857 5.990
C 0.992 -3.724 1.213
C -0.389 0.505 -4.169
C -3.178 -1.269 -1.949
Li -0.229 -0.484 -0.220
H -0.550 1.515 -3.785
H 0.112 -2.903 2.970
H 0.054 0.576 -5.167
H 2.362 -0.188 0.533
H 5.156 -1.277 6.758
H -1.362 0.016 -4.257
H -1.786 2.457 -1.647
H -3.856 2.716 -2.953
H -0.882 -3.614 -1.810
H -3.778 -4.211 -5.503
H -7.238 -3.159 -3.217
H -2.650 2.112 2.832
H 2.387 0.391 -4.126
H -6.124 1.167 0.330
H 2.525 -0.084 -2.421
H -0.600 -1.402 4.226
H -0.210 6.332 1.408
H -5.850 -1.695 -1.799
H -2.318 -0.844 -2.468
H -2.163 -0.541 2.598
H 0.593 -4.713 1.402
H -1.468 4.288 1.968
H -4.591 -3.409 -0.223
H -2.524 -4.308 -1.772
H -2.576 0.165 4.149
H 0.946 2.048 -0.770
H -3.766 -0.452 -1.534
H -2.396 -2.750 -4.079
H 5.333 0.707 5.291
H 1.974 -4.297 -0.610
H -4.559 -2.016 0.881
H 1.357 -2.215 5.048
H -1.432 -4.501 -0.379
H -0.290 -2.200 -3.739
H 1.113 -1.727 -4.717
H 1.331 -2.269 -3.038
H -6.208 -4.430 -5.075
H -3.696 -3.502 1.309
H 2.859 -2.026 -1.041
H 1.770 1.460 -2.855
H -0.339 0.177 4.927
H 1.624 6.247 -0.243
H 2.205 4.106 -1.339
H -4.071 0.928 1.645
H 3.157 -2.726 6.630
H -0.957 2.161 3.296
H -6.036 2.073 -1.971
H 3.508 1.238 3.711
```

Summary:
Multiplicity: 1
LUMO level in eV: 0.468
Frontier orbital gap in eV: 8.0
Total energy in eV: -123929.6575

---

No. 5
Computed, not measured: C40H48ClIrN7O5S2Si as an isolated structure, with ωB97M-V/def2-TZVPD.

The geometry in XYZ format:
```
105
C40H48ClIrN7O5S2Si (ωB97M-V/def2-TZVPD)
Ir -0.206 0.132 0.143
Cl -2.143 0.566 1.426
S -1.996 -1.504 -0.966
S 0.534 -1.529 -2.129
Si 1.138 -1.165 -4.156
O -0.436 13.047 1.372
O 1.450 0.416 -4.362
O 1.936 0.202 -0.204
O 2.449 -2.112 -4.356
O 0.080 -1.592 -5.313
N -0.590 1.888 -0.875
N -0.791 -2.522 1.256
N -2.723 -3.505 0.591
N 0.601 1.780 1.543
N 0.171 -1.571 1.114
N 0.289 6.664 1.725
N -0.760 6.772 -0.224
C -1.703 3.074 -2.622
C -0.985 11.108 0.205
C 4.774 -0.989 2.537
C 3.525 -1.547 2.587
C 0.270 10.891 2.248
C 5.037 0.013 1.592
C 2.596 2.315 -5.192
C 1.678 1.159 -5.570
C 0.271 2.994 1.052
C 0.285 9.518 2.077
C -1.062 -2.736 -7.038
C 4.263 -0.905 -3.262
C -2.217 -2.154 -4.914
C 0.552 4.161 1.794
C 4.623 -2.952 -4.669
C -0.322 8.922 0.974
C 1.212 1.682 2.702
C -1.770 -2.544 0.428
C -0.964 9.740 0.042
C 4.070 0.412 0.705
C -0.364 11.696 1.306
C -0.440 -3.938 -4.928
C 3.697 -2.263 -3.669
C 0.329 1.673 -6.069
C -0.901 -2.613 -5.526
C 2.774 -0.166 0.698
C 2.340 0.294 -6.642
C 1.237 -1.807 1.819
C 0.137 5.404 1.222
C 0.159 13.682 2.488
C 1.210 4.045 3.018
C -0.811 4.281 -0.767
C -1.230 1.909 -2.035
C 1.552 2.792 3.476
C -0.512 5.442 0.001
C -0.381 3.052 -0.221
C 3.520 -3.147 -2.436
C 2.493 -1.154 1.707
C -0.256 7.471 0.842
C -1.492 4.279 -1.986
H 5.207 -1.043 -2.734
H 0.771 8.881 2.803
H -0.135 -3.085 -7.495
H -2.532 -1.211 -5.367
H -1.184 7.165 -1.044
H 4.762 -2.317 -5.546
H 4.178 -3.894 -4.990
H 2.779 2.951 -6.060
H -0.339 0.826 -6.221
H 3.549 1.930 -4.830
H 2.570 0.894 -7.523
H -2.225 3.028 -3.566
H 1.442 0.682 3.043
H 0.449 2.208 -7.012
H 1.151 -2.638 2.512
H 0.757 11.320 3.111
H 3.266 -0.135 -6.255
H -1.320 -1.765 -7.464
H 3.562 -0.383 -2.606
H 2.874 -2.659 -1.707
H -1.837 5.206 -2.424
H -0.288 13.344 3.427
H 2.142 2.912 -4.400
H -2.823 -3.917 1.503
H 1.425 4.941 3.584
H 1.237 13.504 2.521
H -0.317 -3.835 -3.849
H -1.860 -3.443 -7.271
H 1.676 -0.522 -6.927
H -1.479 11.749 -0.513
H 6.012 0.484 1.564
H 5.595 -3.152 -4.216
H -1.368 0.952 -2.521
H 3.066 -4.098 -2.718
H -2.094 -2.006 -3.847
H -1.170 -4.722 -5.131
H 3.303 -2.312 3.323
H -3.533 -3.448 0.002
H -2.996 -2.902 -5.075
H -0.113 2.345 -5.330
H -0.029 14.745 2.364
H 5.551 -1.307 3.219
H 4.257 1.183 -0.033
H -1.464 9.311 -0.818
H 4.440 -0.288 -4.145
H 0.521 -4.219 -5.361
H 2.071 2.657 4.413
H 4.491 -3.336 -1.976
```

Summary:
ΔE to the lowest compared entry with this formula, charge and spin in kcal per mole: 45.2
Multiplicity: 2
LUMO level (spin up / spin down) in eV: -0.726 / -0.978
Frontier orbital gap (spin up / spin down) in eV: 6.2 / 5.8
Expectation value of S²: 0.7743
Total energy in eV: -107843.6553

---

Question: Which of these has the highest total energy?
Answer: C40H47LaN7O2SSi